# C29H33IN6O5SeTi

A structure of composition C29H33IN6O5SeTi at a distorted geometry (wB97M-V/def2-TZVPD, the Open Molecules 2025 dataset).

Geometry as ORCA input:
```
! wB97M-V def2-TZVPD RIJCOSX def2/J DEFGRID3
* xyz -2 1
Ti -0.185 0.263 0.926
C 2.537 -3.249 -0.005
C 1.110 -3.639 -0.228
N 0.826 -4.837 -0.690
C -0.467 -5.190 -0.832
C -1.520 -4.397 -0.448
C -2.934 -4.872 -0.599
O -3.670 -4.146 -1.588
C -1.237 -3.110 0.056
C -2.234 -2.275 0.694
N -1.964 -1.082 1.041
C -2.693 -0.300 1.962
C -4.051 -0.235 2.194
C -4.470 0.704 3.133
C -3.530 1.512 3.772
C -2.170 1.416 3.490
C -1.721 0.497 2.556
I 0.387 -1.577 3.864
C 0.098 -2.681 0.095
O 0.467 -1.493 0.440
H 3.189 -4.062 -0.322
H 2.693 -3.025 1.053
H 2.779 -2.331 -0.542
H -0.653 -6.175 -1.250
H -3.467 -4.815 0.358
H -2.933 -5.918 -0.912
H -3.279 -3.268 -1.662
H -3.185 -2.721 0.994
H -4.762 -0.837 1.641
H -5.526 0.827 3.346
H -3.872 2.248 4.491
H -1.471 2.067 4.004
Se 1.393 3.810 4.139
C 0.862 2.559 2.973
N 0.514 1.750 2.215
O -3.478 2.366 -1.064
C -2.577 1.916 -0.413
N -1.688 1.488 0.238
N 3.250 0.451 3.329
C 3.438 0.045 2.047
N 4.764 -0.274 1.724
O 2.563 -0.037 1.206
H 3.892 0.093 4.016
H 2.280 0.420 3.625
H 5.454 0.305 2.179
H 4.883 -0.309 0.723
C 2.676 3.172 0.229
C 1.589 3.821 -0.629
C 0.349 4.242 0.163
C 1.206 2.997 -1.844
C 1.335 3.621 -3.079
C 0.980 2.999 -4.263
C 0.493 1.709 -4.193
C 0.349 1.025 -2.987
C -0.097 -0.420 -3.105
C 1.049 -1.359 -2.726
C -1.403 -0.749 -2.390
C 0.701 1.669 -1.775
O 0.617 1.063 -0.594
H 2.377 2.194 0.586
H 3.592 3.052 -0.358
H 2.896 3.799 1.097
H 2.029 4.741 -1.033
H -0.240 3.382 0.474
H -0.291 4.875 -0.458
H 0.634 4.801 1.058
H 1.719 4.636 -3.098
H 1.081 3.507 -5.215
H 0.216 1.191 -5.106
H -0.299 -0.572 -4.171
H 1.389 -1.148 -1.713
H 1.892 -1.213 -3.406
H 0.739 -2.407 -2.780
H -1.308 -0.698 -1.312
H -1.718 -1.764 -2.658
H -2.191 -0.049 -2.678
*
```

HOMO energy (eV): -1.97
Calculated total energy (hartree): -5378.49460
Gap between HOMO and LUMO (eV): 6.3
Max |F| (eV/A): 1.57


# C29H33KN5O8

A structure of composition C29H33KN5O8 (wB97M-V/def2-TZVPD, the Open Molecules 2025 dataset).

Geometry as ORCA input:
```
! wB97M-V def2-TZVPD RIJCOSX def2/J DEFGRID3
* xyz -1 1
K 0.465 0.279 1.453
C -7.298 -1.877 0.053
C -5.932 -1.263 0.179
C -5.654 0.005 -0.194
C -4.345 0.588 -0.069
C -4.234 1.889 -0.531
N -3.222 2.727 -0.737
C -1.785 2.492 -0.834
C -1.373 2.026 -2.229
C 0.083 1.595 -2.206
N 0.512 1.164 -3.535
C 1.584 0.434 -3.848
C 2.364 -0.459 -3.140
C 3.621 -0.787 -3.757
C 4.596 -1.464 -3.113
C 5.935 -1.763 -3.723
C 4.331 -1.867 -1.763
C 3.134 -1.710 -1.148
C 2.988 -2.173 0.240
N 1.951 -2.729 0.695
C 1.979 -3.165 2.083
C 0.632 -2.938 2.749
C -0.544 -3.468 1.924
N -1.342 -2.371 1.388
C -2.594 -2.515 1.431
C -3.594 -1.582 0.893
C -4.858 -2.044 0.714
C -3.282 -0.171 0.605
O -2.236 0.349 0.983
C 2.017 -1.053 -1.843
O 0.874 -1.032 -1.378
H -8.015 -1.163 -0.352
H -7.673 -2.210 1.025
H -7.290 -2.752 -0.604
H -6.440 0.623 -0.622
H -5.183 2.350 -0.794
H -3.512 3.637 -1.055
H -1.518 1.718 -0.127
H -1.274 3.409 -0.552
H -1.531 2.824 -2.968
H -1.997 1.176 -2.523
H 0.208 0.748 -1.536
H 0.735 2.401 -1.860
H 0.211 1.773 -4.278
H 1.907 0.605 -4.872
H 3.797 -0.418 -4.765
H 5.988 -1.405 -4.752
H 6.143 -2.837 -3.733
H 6.742 -1.283 -3.162
H 5.140 -2.335 -1.206
H 3.879 -2.021 0.867
H 2.780 -2.669 2.648
H 2.192 -4.241 2.081
H 0.447 -1.880 2.952
H 0.634 -3.396 3.741
H -1.173 -4.141 2.522
H -0.162 -4.031 1.068
H -3.041 -3.424 1.866
H -5.071 -3.073 0.995
O 3.010 4.290 0.553
C 1.856 3.752 0.962
O 0.918 3.537 0.233
C 1.872 3.484 2.449
O 0.802 2.658 2.803
C 0.827 2.394 4.211
C -0.122 1.247 4.628
O -0.546 1.341 5.793
O -0.302 0.332 3.789
H 3.170 3.992 -0.374
H 1.834 4.450 2.971
H 2.833 3.008 2.671
H 0.576 3.308 4.755
H 1.844 2.092 4.498
O 3.543 2.392 -1.357
C 3.253 1.633 -0.432
N 2.940 0.985 0.503
*
```

HOMO energy (eV): -5.13
Calculated total energy (hartree): -2600.63165
Gap between HOMO and LUMO (eV): 7.1
Max |F| (eV/A): 0.63


# C29H33MgN7O2

A structure of composition C29H33MgN7O2 at a distorted geometry (wB97M-V/def2-TZVPD, the Open Molecules 2025 dataset).

Geometry as ORCA input:
```
! wB97M-V def2-TZVPD RIJCOSX def2/J DEFGRID3
* xyz 0 1
Mg -0.111 0.186 -0.038
C -3.501 -2.801 0.710
C -3.790 -1.930 -0.481
C -4.769 -2.305 -1.392
C -5.017 -1.559 -2.532
C -4.254 -0.432 -2.785
C -3.278 -0.022 -1.887
C -2.465 1.215 -2.144
C -3.066 -0.746 -0.709
N -2.059 -0.341 0.203
C -2.465 -0.127 1.487
O -3.605 0.037 1.905
C -1.309 -0.206 2.467
C -1.419 -0.527 3.809
C -0.247 -0.826 4.501
C 0.976 -0.867 3.838
C 0.995 -0.528 2.494
N -0.118 -0.142 1.892
C 2.157 -0.757 1.537
O 3.209 -1.208 1.979
N 1.819 -0.487 0.256
C 2.754 -0.758 -0.771
C 2.304 -1.547 -1.845
C 0.900 -2.102 -1.828
C 3.150 -1.813 -2.911
C 4.437 -1.299 -2.934
C 4.866 -0.500 -1.891
C 4.046 -0.209 -0.803
C 4.579 0.678 0.287
H -3.819 -3.825 0.519
H -4.027 -2.436 1.595
H -2.432 -2.801 0.930
H -5.341 -3.206 -1.200
H -5.794 -1.857 -3.224
H -4.424 0.144 -3.687
H -2.761 1.691 -3.078
H -1.393 0.984 -2.208
H -2.617 1.918 -1.324
H -2.396 -0.576 4.268
H -0.299 -1.081 5.551
H 1.890 -1.181 4.320
H 0.686 -2.581 -0.872
H 0.762 -2.830 -2.624
H 0.153 -1.307 -1.982
H 2.796 -2.430 -3.729
H 5.099 -1.518 -3.762
H 5.867 -0.082 -1.912
H 5.310 1.381 -0.115
H 5.059 0.069 1.053
H 3.789 1.239 0.782
C -0.929 3.036 0.824
N 0.031 2.485 -0.175
C 1.407 2.675 0.373
N 1.696 4.066 0.679
C 0.709 4.539 1.652
N -0.657 4.430 1.133
C -0.748 5.207 -0.105
N 0.208 4.733 -1.110
C -0.068 3.335 -1.393
C 1.556 4.850 -0.549
H -0.865 2.449 1.741
H -1.942 2.951 0.426
H 2.129 2.310 -0.360
H 1.506 2.087 1.286
H 0.917 5.582 1.898
H 0.793 3.942 2.562
H -0.541 6.255 0.113
H -1.761 5.124 -0.503
H 0.646 2.975 -2.135
H -1.074 3.258 -1.802
H 1.760 5.899 -0.327
H 2.285 4.498 -1.282
*
```

HOMO energy (eV): -8.14
Calculated total energy (hartree): -1858.89325
Gap between HOMO and LUMO (eV): 8.1
Max |F| (eV/A): 1.03


# C29H33MoNO4P2S2

A structure of composition C29H33MoNO4P2S2 at a distorted geometry (wB97M-V/def2-TZVPD, the Open Molecules 2025 dataset).

Geometry as ORCA input:
```
! wB97M-V def2-TZVPD RIJCOSX def2/J DEFGRID3
* xyz 3 2
Mo 0.265 -0.156 0.310
C 5.968 -3.016 0.810
C 4.644 -2.335 0.993
O 3.816 -2.634 -0.209
P 2.369 -2.153 -0.441
S 2.228 -0.100 -0.834
S 1.149 -2.342 1.146
O 1.884 -2.812 -1.748
C 2.291 -4.203 -2.170
C 3.353 -4.117 -3.224
H 6.589 -2.799 1.681
H 6.485 -2.647 -0.075
H 5.848 -4.095 0.732
H 4.724 -1.248 1.052
H 4.087 -2.704 1.853
H 1.365 -4.636 -2.537
H 2.603 -4.739 -1.277
H 2.999 -3.551 -4.085
H 3.579 -5.132 -3.555
H 4.271 -3.669 -2.848
O -0.426 1.684 -0.648
C 0.043 1.888 0.436
C 0.279 2.932 1.364
C 0.048 4.293 1.138
C 0.352 5.168 2.165
C 0.870 4.693 3.371
C 1.099 3.334 3.597
C 0.799 2.444 2.583
P 1.000 0.631 2.648
C 2.734 0.367 3.043
C 3.657 1.285 2.528
C 5.000 1.157 2.835
C 5.428 0.123 3.663
C 4.518 -0.794 4.170
C 3.171 -0.681 3.850
C -0.136 -0.016 3.886
C -0.101 -1.360 4.275
C -1.036 -1.843 5.177
C -2.025 -1.009 5.682
C -2.086 0.320 5.280
C -1.147 0.819 4.386
H -0.344 4.644 0.193
H 0.190 6.229 2.033
H 1.102 5.403 4.155
H 1.503 2.993 4.542
H 3.335 2.110 1.902
H 5.709 1.877 2.448
H 6.475 0.043 3.927
H 4.848 -1.586 4.827
H 2.479 -1.394 4.273
H 0.636 -2.045 3.877
H -0.991 -2.879 5.486
H -2.748 -1.393 6.390
H -2.852 0.975 5.671
H -1.198 1.864 4.110
O -1.689 -0.153 1.432
H -1.795 -0.068 2.397
H -2.556 -0.162 1.003
C -3.432 -3.275 -3.920
C -2.619 -2.542 -2.906
C -1.965 -1.352 -3.234
C -1.222 -0.687 -2.290
N -1.085 -1.156 -1.027
C -1.705 -2.311 -0.697
C -2.470 -3.011 -1.598
H -4.060 -2.585 -4.483
H -4.056 -4.039 -3.464
H -2.768 -3.759 -4.641
H -2.044 -0.930 -4.227
H -0.725 0.241 -2.531
H -1.575 -2.661 0.316
H -2.956 -3.924 -1.278
*
```

HOMO energy (spin up / spin down) (eV): -17.23 / -17.21
Calculated total energy (hartree): -3027.09296
Gap between HOMO and LUMO (spin up / spin down) (eV): 6.4 / 6.7
Max |F| (eV/A): 1.06


# C29H34AuN6S

A structure of composition C29H34AuN6S (wB97M-V/def2-TZVPD, the Open Molecules 2025 dataset).

Geometry as ORCA input:
```
! wB97M-V def2-TZVPD RIJCOSX def2/J DEFGRID3
* xyz 1 3
Au -1.401 -0.092 0.008
C -0.352 2.718 -2.876
C -0.691 3.522 -1.626
C -1.878 2.945 -0.833
N -1.487 2.063 0.260
C -1.145 2.511 1.434
C -1.005 3.920 1.667
C -0.623 4.627 2.778
C -0.222 4.174 4.038
C -0.112 2.850 4.470
C -0.418 1.693 3.805
C -0.947 1.454 2.493
N -1.279 0.260 2.125
C -1.239 -0.951 2.921
C -2.324 -1.934 2.452
C -1.977 -2.856 1.285
N -1.797 -2.159 0.024
C -1.774 -2.804 -1.134
C -1.821 -4.207 -1.193
C -1.879 -5.090 -2.265
C -1.963 -4.843 -3.619
C -1.961 -3.587 -4.210
C -1.784 -2.339 -3.648
C -1.570 -1.924 -2.312
N -1.166 -0.694 -2.034
C -0.636 0.139 -3.112
C 0.224 1.312 -2.619
H 0.351 3.297 -3.475
H -1.259 2.637 -3.483
H -0.941 4.543 -1.923
H 0.184 3.588 -0.973
H -2.503 2.350 -1.499
H -2.513 3.743 -0.442
H -1.214 4.535 0.805
H -0.608 5.703 2.650
H 0.054 4.939 4.752
H 0.264 2.714 5.477
H -0.224 0.789 4.364
H -1.394 -0.745 3.981
H -0.240 -1.386 2.798
H -3.229 -1.370 2.212
H -2.575 -2.576 3.299
H -2.793 -3.580 1.189
H -1.075 -3.431 1.540
H -1.781 -4.696 -0.230
H -1.881 -6.136 -1.979
H -2.054 -5.700 -4.273
H -2.095 -3.572 -5.286
H -1.807 -1.531 -4.365
H -1.440 0.517 -3.755
H -0.021 -0.509 -3.748
H 1.196 1.251 -3.110
H 0.440 1.164 -1.557
N 3.614 -0.886 -0.744
C 2.381 -1.053 -0.244
S 1.726 0.054 0.848
N 1.689 -2.130 -0.656
C 2.204 -3.210 -1.437
C 3.266 -3.971 -0.962
C 3.744 -5.029 -1.720
C 3.147 -5.342 -2.935
C 2.076 -4.590 -3.395
C 1.609 -3.515 -2.653
H 4.161 -0.116 -0.406
H 4.019 -1.549 -1.385
H 0.717 -2.148 -0.379
H 3.702 -3.738 0.002
H 4.572 -5.619 -1.350
H 3.513 -6.175 -3.519
H 1.606 -4.834 -4.339
H 0.783 -2.913 -3.009
*
```

HOMO energy (spin up / spin down) (eV): -9.45 / -9.64
Calculated total energy (hartree): -1987.59596
Gap between HOMO and LUMO (spin up / spin down) (eV): 6.5 / 4.6
Max |F| (eV/A): 0.43


# C29H34BFeIN7OS3SeTe

A structure of composition C29H34BFeIN7OS3SeTe at a distorted geometry (wB97M-V/def2-TZVPD, the Open Molecules 2025 dataset).

Geometry as ORCA input:
```
! wB97M-V def2-TZVPD RIJCOSX def2/J DEFGRID3
* xyz 0 6
Fe 1.186 -0.394 -1.694
C -0.881 3.828 -0.190
N 0.269 3.326 0.506
C 0.601 3.580 1.813
C 1.789 2.968 2.042
N 2.203 2.355 0.896
B 3.624 1.761 0.695
N 3.590 0.219 0.940
C 3.778 -0.360 2.160
C 4.090 -1.666 1.984
N 4.091 -1.898 0.633
C 4.489 -3.113 -0.016
C 3.761 -0.736 0.013
S 3.653 -0.567 -1.668
C 1.265 2.577 -0.038
S 1.259 2.067 -1.651
H -1.712 3.947 0.505
H -1.168 3.122 -0.972
H -0.660 4.786 -0.667
H -0.014 4.181 2.449
H 2.391 2.941 2.927
H 4.322 2.228 1.538
H 3.976 1.968 -0.415
H 3.696 0.218 3.057
H 4.325 -2.435 2.693
H 5.238 -3.617 0.591
H 4.913 -2.868 -0.990
H 3.638 -3.779 -0.168
N 0.916 -2.040 2.020
C 0.442 -0.793 1.862
S -0.109 -0.261 0.368
N 0.337 0.089 2.879
C 0.597 0.010 4.246
C 1.531 -0.850 4.818
C 1.732 -0.827 6.187
C 1.021 0.040 6.997
C 0.102 0.908 6.427
C -0.105 0.897 5.064
H 0.861 -2.623 1.195
H 0.860 -2.497 2.916
H -0.106 0.953 2.588
H 2.131 -1.502 4.203
H 2.462 -1.491 6.623
H 1.182 0.045 8.063
H -0.454 1.594 7.045
H -0.820 1.573 4.614
N 2.449 -3.350 -2.865
C 1.543 -3.491 -1.898
O 1.358 -2.642 -1.025
C 0.793 -4.804 -1.893
I -0.099 -5.093 0.027
H 2.877 -2.425 -2.933
H 2.419 -3.907 -3.702
H 1.448 -5.649 -2.095
H -0.012 -4.788 -2.628
Se 0.461 -0.914 -3.743
Te -1.636 0.622 -2.358
C -3.260 2.106 -2.215
C -4.142 2.116 -1.146
C -5.088 3.121 -1.032
C -5.157 4.128 -1.982
C -4.287 4.112 -3.059
C -3.346 3.103 -3.172
C -2.984 -0.655 -3.431
C -3.883 -1.480 -2.775
C -4.755 -2.269 -3.507
C -4.719 -2.251 -4.891
C -3.806 -1.444 -5.546
C -2.948 -0.641 -4.817
H -4.092 1.336 -0.398
H -5.779 3.119 -0.200
H -5.877 4.926 -1.877
H -4.341 4.884 -3.814
H -2.664 3.087 -4.013
H -3.907 -1.507 -1.692
H -5.465 -2.904 -2.997
H -5.399 -2.867 -5.459
H -3.760 -1.439 -6.625
H -2.237 -0.003 -5.323
*
```

HOMO energy (spin up / spin down) (eV): -6.70 / -7.17
Calculated total energy (hartree): -7034.39912
Gap between HOMO and LUMO (spin up / spin down) (eV): 6.6 / 6.6
Max |F| (eV/A): 2.21